Record 1
{
  "formula": "C21H33N9O12",
  "method": "the ωB97M-V functional and the def2-TZVPD basis",
  "homo_lumo_gap_ev": 9.252,
  "smiles": "C[N+](=O)[O-].C[N+](=O)[O-].C[N+](=O)[O-].C[N+](=O)[O-].C[N+](=O)[O-].C[N+](=O)[O-].c1ccncc1.c1ccncc1.c1ccncc1",
  "homo_ev": -9.53,
  "e_above_lowest_kcal_mol": 8.4,
  "total_energy_ha": -2215.0631,
  "symbols": ["C", "N", "O", "O", "H", "H", "H", "C", "N", "O", "O", "H", "H", "H", "C", "N", "O", "O", "H", "H", "H", "C", "N", "O", "O", "H", "H", "H", "C", "N", "O", "O", "H", "H", "H", "C", "N", "O", "O", "H", "H", "H", "C", "C", "C", "N", "C", "C", "H", "H", "H", "H", "H", "C", "C", "C", "N", "C", "C", "H", "H", "H", "H", "H", "C", "C", "C", "N", "C", "C", "H", "H", "H", "H", "H"],
  "positions_angstrom": [[-1.7032, -0.2354, 3.7220], [-2.6947, -1.1380, 4.3652], [-3.7454, -0.6278, 4.6041], [-2.3400, -2.2689, 4.6339], [-0.7501, -0.5725, 4.0806], [-1.9939, 0.7888, 3.9905], [-1.6683, -0.4132, 2.6554], [-4.7474, -2.6481, 0.5211], [-5.1524, -2.3007, -0.8377], [-4.7562, -1.2047, -1.1287], [-5.8074, -3.0869, -1.5123], [-4.9981, -1.7826, 1.1188], [-3.6736, -2.7282, 0.4709], [-5.2676, -3.5439, 0.8146], [-0.2854, 2.9486, -4.5150], [0.9988, 2.3697, -4.9434], [1.9278, 3.0536, -5.2520], [1.0013, 1.1813, -5.0108], [-0.1868, 2.9851, -3.4464], [-1.1376, 2.3177, -4.8029], [-0.4417, 3.9418, -4.9496], [3.3064, 4.2206, -2.5920], [2.9703, 2.7743, -2.2976], [1.7928, 2.5531, -2.0862], [3.9025, 1.9902, -2.1875], [3.5945, 4.6721, -1.6248], [2.4333, 4.7702, -3.0062], [4.1201, 4.1303, -3.2748], [2.3180, -1.1441, -2.9648], [2.6356, -2.2377, -2.0266], [3.7481, -2.3171, -1.5855], [1.6956, -3.0247, -1.7616], [3.0739, -1.1624, -3.7543], [2.3665, -0.2392, -2.3832], [1.2762, -1.3745, -3.2952], [0.6174, 3.7617, 1.9809], [0.3457, 4.7974, 0.8848], [1.3057, 5.3748, 0.3915], [-0.8083, 4.9717, 0.5308], [-0.2854, 3.6945, 2.6013], [1.4967, 4.1648, 2.5288], [0.8135, 2.8275, 1.4851], [-0.4794, -3.2657, 2.3861], [-0.5257, -2.4252, 1.2892], [-0.7223, -2.9590, 0.0367], [-1.0137, -4.1852, -0.2075], [-1.1616, -5.0075, 0.8579], [-0.8223, -4.6099, 2.1103], [-0.3067, -2.9729, 3.3966], [-0.2471, -1.3992, 1.4027], [-0.6668, -2.3277, -0.8484], [-1.5422, -6.0080, 0.6731], [-0.9657, -5.2200, 2.9543], [3.7784, -1.0366, 1.6197], [4.0180, -1.7135, 2.8022], [3.0276, -1.6427, 3.7405], [1.9634, -0.8155, 3.6472], [1.8927, -0.0176, 2.6136], [2.7978, -0.0825, 1.5600], [4.3780, -1.2908, 0.7538], [4.6946, -2.5199, 2.7626], [3.1627, -2.2170, 4.6656], [1.0814, 0.7176, 2.6878], [2.7331, 0.5484, 0.6867], [-2.5997, 0.6093, -1.9254], [-2.9758, 1.5566, -0.9950], [-2.0159, 1.9221, -0.0690], [-0.8294, 1.3918, 0.1103], [-0.5428, 0.4239, -0.7586], [-1.3576, 0.0364, -1.8141], [-3.1961, 0.4409, -2.8016], [-3.9870, 2.0102, -1.1573], [-2.2510, 2.6665, 0.7295], [0.3998, -0.0652, -0.6276], [-1.0161, -0.7814, -2.4231]],
  "forces_ev_per_a": [[0.1731, 0.0573, 0.1281], [1.5352, 0.1857, -0.4283], [-1.7872, -0.0237, 0.4611], [-0.4245, -0.0178, 0.0075], [0.6347, 0.2721, 0.4032], [0.3270, -0.4481, -0.2380], [-0.5200, 0.0831, -0.2331], [-0.2784, -0.3907, 0.3916], [-0.5610, -0.9907, 0.1987], [-0.1578, 1.0164, -1.6242], [0.6480, 0.9768, 0.3427], [-0.0999, -0.0414, 0.2772], [0.3518, -0.3632, 0.2063], [0.1238, -0.2728, 0.2473], [-0.8661, 0.8745, -0.1976], [-1.3425, -0.0740, -0.8561], [1.0742, 1.5643, 0.0675], [0.1985, -2.3529, 0.2114], [-0.2453, 0.2209, 0.5685], [0.7097, -0.0996, 0.0983], [0.4323, -0.1934, 0.2327], [-0.5616, -0.0255, 0.4002], [0.3000, 1.0917, 0.5596], [0.1381, -0.8452, -0.0422], [-1.1096, 0.3997, -0.1998], [-0.0250, -0.3317, -0.5275], [0.6195, -0.7748, 0.2888], [0.6028, 0.4551, -0.4039], [-1.0343, -0.6170, -0.4069], [-2.0979, -1.6501, 0.2205], [0.5845, -0.0368, 0.3308], [1.7540, 1.2983, -0.2633], [-0.3079, 0.1394, 0.1340], [0.0727, 0.4875, -0.0118], [1.0992, 0.5165, -0.0479], [0.1985, 1.5605, 0.2166], [-0.0964, -0.1291, -0.2951], [-0.3966, -0.5162, 0.4630], [0.5610, -0.2091, 0.3867], [0.3727, 0.0643, -0.2725], [-0.6724, -0.5196, -0.3341], [0.0694, -0.2893, -0.2519], [-0.7458, -1.1567, -1.6181], [1.0278, 0.1707, 1.3604], [0.1331, 1.7030, -0.9056], [-1.1176, -2.5780, 0.0191], [0.3278, 0.1476, -1.0626], [-0.1137, 1.5627, 1.0338], [0.2424, 0.3737, 0.3363], [-0.0203, 0.5656, -0.1151], [0.1239, 0.0412, 0.2652], [0.1740, 0.0753, -0.1204], [0.0049, -1.1055, 0.7515], [0.9203, 0.0037, -0.3751], [-1.5207, -0.3817, -1.3395], [-0.2305, 0.4975, 1.3182], [0.6016, -1.0078, 1.3109], [-0.0697, 0.7923, -0.2240], [-0.4132, 0.2836, -0.3530], [0.1007, 0.3743, -0.0348], [1.0805, -0.5610, 0.5284], [-0.5499, 0.1352, -0.3192], [0.2100, -0.2218, -0.5307], [-0.2958, 0.1079, -0.1006], [0.1932, 0.4957, -0.6200], [-0.7327, 0.3379, -1.0639], [-1.8089, 1.8153, 2.3987], [0.5476, -0.9131, -0.6710], [0.1900, -0.0924, -0.3431], [0.5624, -0.3612, 0.8254], [-0.4663, -0.4605, -0.0027], [1.2165, -0.1539, 0.7980], [-0.0959, -0.3258, -0.9823], [0.5634, -0.2260, 0.0835], [-0.0351, 0.0110, -0.4557]]
}

=====

Record 2
{
  "formula": "C24H29N5O2",
  "method": "the ωB97M-V functional and the def2-TZVPD basis",
  "homo_lumo_gap_ev": 8.698,
  "homo_ev": -8.29,
  "e_above_lowest_kcal_mol": 595.0,
  "total_energy_ha": -1355.3659,
  "symbols": ["C", "C", "C", "C", "C", "C", "C", "H", "H", "N", "C", "C", "C", "N", "C", "O", "N", "N", "C", "C", "H", "H", "H", "C", "H", "H", "C", "O", "N", "H", "C", "H", "H", "C", "C", "C", "C", "C", "C", "C", "H", "H", "H", "H", "H", "H", "H", "H", "H", "H", "H", "C", "H", "H", "H", "H", "H", "H", "H", "H"],
  "positions_angstrom": [[-8.5190, -2.5245, -0.0041], [-7.1256, -1.7764, -0.1133], [-5.9671, -2.2423, 0.4005], [-4.8731, -1.6816, 0.3919], [-4.8398, -0.5504, -0.2842], [-6.0543, 0.1069, -0.6455], [-7.2843, -0.6293, -0.5091], [-8.0944, -0.0336, -1.2396], [-6.0015, 1.1842, -1.2713], [-3.5859, 0.2448, -0.1475], [-3.4229, 1.7983, 0.1340], [-2.0900, 1.8341, -0.1242], [-1.5019, 0.2501, -0.4658], [-2.5124, -0.3338, -0.3690], [-0.1294, 0.1458, -0.6949], [0.3237, -0.9554, -0.6839], [0.6868, 1.1390, -0.4063], [0.1842, 2.4812, -0.0848], [-0.9177, 2.8963, -0.0015], [-1.4109, 4.2480, 0.5075], [-2.2055, 4.5578, -0.3707], [-0.6150, 4.9179, 0.4473], [-1.7531, 4.3834, 1.4697], [2.0152, 1.2709, -0.5358], [2.2409, 0.6936, -1.7782], [2.5047, 2.2440, -0.9844], [2.9085, 0.5516, 0.4987], [3.8193, 1.5731, 0.9516], [2.4380, -0.5068, 1.0618], [1.8883, -1.0359, 0.4591], [3.3016, -1.0914, 1.8724], [2.5800, -1.7057, 2.5081], [3.9444, -0.4358, 2.4695], [4.1475, -2.3902, 1.2132], [5.0492, -1.6667, 0.2445], [4.7838, -1.2745, -0.9977], [5.5868, -0.7515, -2.2352], [6.9686, -0.4442, -1.2948], [6.8868, 0.1077, -0.1165], [6.2402, -0.8930, 0.8823], [6.2510, -0.6809, 1.9392], [6.9533, -1.7523, 1.1409], [6.1412, 0.8846, -0.0611], [7.8459, 0.2350, 0.2316], [7.4570, -1.3212, -1.6497], [7.6120, 0.1968, -2.2292], [5.6809, -1.4581, -2.9403], [5.1867, 0.0369, -2.2692], [3.8357, -1.8033, -1.4939], [4.6175, -2.7213, 2.0472], [3.5462, -2.9325, 0.6835], [-4.3674, 2.6300, 0.4778], [-5.0573, 2.1466, 0.8826], [-3.8981, 3.1942, 1.3509], [-4.6261, 3.1022, -0.2066], [-3.9873, -1.9913, 1.0321], [-6.1955, -3.3840, 0.7885], [-9.4637, -1.9181, -0.4336], [-8.4537, -3.3348, -0.6648], [-8.6731, -2.8341, 1.2206]],
  "forces_ev_per_a": [[-0.5923, 1.0715, 2.7913], [-5.4698, -8.1373, 2.8603], [-8.1954, -10.5537, 2.1772], [8.9543, 0.4590, 2.7241], [0.2057, 7.5803, -0.4032], [1.8529, 1.8290, -2.0930], [0.6914, 13.2766, -7.3045], [1.3049, -2.2243, 2.8066], [-0.1561, -3.1204, 2.0092], [-5.0282, 3.0698, 0.6724], [9.4217, -9.5136, -4.2611], [3.1787, -0.1326, -0.4546], [2.0624, 12.9377, 0.7054], [-4.3711, -9.3336, -1.1331], [0.0475, -1.7919, 2.0840], [2.0627, -4.2822, -1.5831], [-4.6863, 6.8694, 0.9831], [8.2385, -1.7311, -0.5637], [-10.4249, -1.2664, 1.9617], [-0.5111, -0.1367, -5.5413], [1.6709, -0.3860, 2.5877], [1.4451, 1.3705, -0.3979], [-1.3011, -0.6676, 2.0353], [6.3237, -2.5468, -6.5020], [-0.2754, 0.7609, 3.4200], [-1.6420, -1.5475, 2.1160], [2.4421, 11.1213, -0.4320], [-3.5424, -6.5530, -1.5256], [0.6639, 2.5849, -1.8886], [-1.7594, -1.3420, -1.1591], [0.9148, -6.9372, 4.7676], [1.3498, 0.7025, 0.4854], [-0.3293, -0.0947, -0.4824], [1.7958, 8.1689, -0.2304], [1.7441, 2.5350, 1.7018], [-3.7191, -4.1609, -3.6161], [6.1778, -6.9697, 10.2205], [1.0733, -2.0035, -16.4527], [-3.2024, 0.8911, 8.2261], [1.5144, -3.8744, -0.2069], [-1.3359, 1.4405, 0.3001], [0.0457, 0.5244, -1.2107], [0.4480, 1.3060, -0.0929], [2.0506, 1.5225, 1.1754], [0.9889, -1.3630, 1.7270], [-1.3963, -0.6310, 2.8809], [0.3001, -1.9986, -2.6200], [-5.5064, 11.4161, -2.7083], [1.3100, 0.8475, 1.4283], [1.5206, -1.7855, 2.0870], [-3.7854, -3.7882, -2.3773], [4.9591, 1.0462, 11.2727], [-6.5994, -3.8575, 3.3586], [-0.9692, 0.2218, -1.2560], [-4.5838, 8.4389, -10.6045], [-1.0589, 0.0873, -1.3770], [1.2379, 2.8575, -0.3579], [2.4305, -0.9534, 1.4153], [-0.1253, -1.8706, -0.3659], [0.1391, 0.6178, -3.7796]]
}

=====

Record 3
{
  "formula": "C4H5ClFN",
  "method": "the ωB97M-V functional and the def2-TZVPD basis",
  "homo_lumo_gap_ev": 9.810,
  "homo_ev": -9.08,
  "e_above_lowest_kcal_mol": 74.8,
  "total_energy_ha": -770.0761,
  "symbols": ["C", "C", "C", "C", "N", "F", "Cl", "H", "H", "H", "H", "H"],
  "positions_angstrom": [[-3.3027, 0.9512, -0.0098], [-2.4133, 0.0417, -0.2803], [-0.2161, 0.3111, -0.2978], [1.8634, -0.5585, -0.9456], [0.4356, -0.5434, -0.8212], [-2.4883, -1.1919, -0.6692], [0.3139, 1.7828, 0.3149], [-4.3305, 0.7008, -0.1394], [-3.1196, 1.9691, -0.0007], [2.3546, -0.7015, -0.0115], [2.0662, 0.4761, -1.2876], [2.1965, -1.3872, -1.6375]],
  "forces_ev_per_a": [[-0.7569, -1.4392, -0.8158], [5.2935, 0.8740, -0.1707], [-5.1379, 0.3903, 0.2463], [0.0480, 0.3602, -1.6634], [0.1886, -2.7224, -0.4911], [-0.7335, -0.5043, 0.2012], [0.2405, 1.3555, 0.7312], [-0.7731, -0.3868, 0.1012], [0.9050, 1.6786, 0.6142], [0.2361, -0.1126, 0.9178], [0.8780, -0.7299, -0.2424], [-0.3882, 1.2366, 0.5715]]
}

=====

Record 4
{
  "formula": "C18H22Br6F12O8",
  "method": "the ωB97M-V functional and the def2-TZVPD basis",
  "homo_lumo_gap_ev": 9.547,
  "homo_ev": -10.26,
  "e_above_lowest_kcal_mol": 69.6,
  "total_energy_ha": -17943.4040,
  "symbols": ["C", "Br", "Br", "Br", "H", "C", "Br", "Br", "Br", "H", "C", "C", "O", "C", "O", "C", "F", "F", "F", "H", "H", "H", "H", "H", "C", "C", "O", "C", "O", "C", "F", "F", "F", "H", "H", "H", "H", "H", "C", "C", "O", "C", "O", "C", "F", "F", "F", "H", "H", "H", "H", "H", "C", "C", "O", "C", "O", "C", "F", "F", "F", "H", "H", "H", "H", "H"],
  "positions_angstrom": [[-33.3276, 34.1101, -10.9949], [-34.6456, 35.4174, -11.8596], [-34.3394, 33.1550, -9.6688], [-31.7496, 34.9528, -10.2159], [-32.9381, 33.3992, -11.7237], [-32.6672, 30.1480, -12.3912], [-32.4494, 30.7092, -14.2604], [-34.5698, 30.4914, -11.7865], [-31.3154, 30.9372, -11.3041], [-32.4456, 29.0829, -12.3232], [-30.4224, 24.4498, -8.9837], [-31.1130, 25.6648, -9.5620], [-32.5310, 25.8003, -9.1679], [-33.3810, 26.5729, -9.8701], [-32.9709, 27.3810, -10.7210], [-34.8614, 26.5158, -9.3974], [-34.8990, 26.4688, -8.0533], [-35.5269, 27.5617, -9.8254], [-35.4793, 25.3512, -9.8160], [-30.5663, 24.5050, -7.9046], [-29.3465, 24.3312, -9.1124], [-30.8023, 23.4851, -9.3200], [-30.7895, 25.6046, -10.6012], [-30.5852, 26.5328, -9.1670], [-32.4643, 30.0725, -8.0410], [-32.1919, 29.9969, -6.4993], [-32.8145, 28.8855, -5.9258], [-34.0461, 28.9579, -5.2486], [-34.7306, 30.0464, -5.1750], [-34.4090, 27.6281, -4.5233], [-35.6776, 27.3236, -4.7447], [-33.6769, 26.6019, -4.8608], [-34.2185, 27.8021, -3.2268], [-31.7384, 30.8002, -8.4038], [-33.4050, 30.4345, -8.4558], [-32.2551, 29.1113, -8.5106], [-32.4955, 30.9666, -6.1046], [-31.1371, 29.7993, -6.3082], [-28.0702, 29.0084, -14.1924], [-29.5066, 28.6498, -13.6371], [-30.2849, 28.4777, -14.7498], [-30.7643, 27.2216, -15.0658], [-30.4612, 26.1836, -14.3886], [-31.6726, 27.1243, -16.3744], [-32.0534, 28.2764, -16.8274], [-31.0260, 26.4304, -17.3134], [-32.6749, 26.3337, -16.1977], [-27.6997, 28.2698, -14.9033], [-27.4074, 29.1054, -13.3326], [-28.1250, 29.9816, -14.6801], [-29.9805, 29.4970, -13.1414], [-29.4964, 27.7495, -13.0227], [-29.8427, 31.6556, -16.8258], [-31.0992, 31.8226, -17.6254], [-31.6086, 33.1570, -17.4200], [-32.2546, 33.7582, -18.4183], [-32.2910, 33.4222, -19.6176], [-32.8284, 35.1387, -18.0898], [-33.0300, 35.2769, -16.7194], [-32.1165, 36.0594, -18.7084], [-33.9938, 35.2237, -18.6565], [-29.0937, 32.3757, -17.1552], [-29.5030, 30.6236, -16.7381], [-30.2349, 31.8853, -15.8350], [-31.8770, 31.1285, -17.3070], [-30.7969, 31.5816, -18.6446]],
  "forces_ev_per_a": [[-0.6742, 0.7683, -0.0247], [1.4671, -1.0012, 0.4858], [0.2591, 0.2893, 0.2415], [-0.6414, -0.0844, -0.3440], [-0.4129, 0.3080, -0.0888], [-0.9181, -0.1320, -0.3993], [-0.3656, -0.0463, 0.7251], [1.7383, -0.5486, -0.6450], [-0.1445, 0.5012, 0.2886], [-0.6155, 0.1563, -0.1290], [-1.0382, -0.8726, 1.7450], [1.6504, 0.5177, -0.2116], [-0.5065, -0.8842, -0.8370], [3.3230, 2.0945, -1.6998], [-1.7133, -2.1102, 1.8370], [-0.0465, -1.8189, 0.5599], [0.0346, 0.3318, -0.3752], [-0.0586, -0.1167, -0.1059], [0.7681, 1.4658, 0.0293], [0.0234, -0.3988, 0.1972], [0.0174, 0.9301, -0.4858], [-0.4592, 0.1637, -0.1177], [-1.5973, 0.5712, -0.6160], [-0.3345, 0.2394, 0.0444], [1.0557, -0.0791, 0.5352], [-0.6158, 1.1001, -2.0454], [-3.3074, -1.6691, 2.4482], [-0.1686, 5.8583, -1.4690], [3.1301, -5.7501, -0.1892], [-0.1728, 0.8119, -0.2025], [-0.4488, 0.1168, -0.0718], [0.7912, -0.7296, -0.8819], [-0.1445, 0.4677, 0.8622], [0.1714, -0.1016, -0.1619], [-0.3666, -0.0968, 0.8299], [0.1334, -0.0231, -0.0217], [-0.0838, -0.2743, 0.6192], [-0.0038, 0.3059, -0.2014], [-1.1634, 0.2091, 1.2284], [2.5223, 0.4258, 0.4177], [-3.2397, -2.7808, -3.5254], [2.2217, -2.5067, 3.3026], [-1.6623, 4.3623, -3.1857], [1.9396, -1.4029, 0.6832], [-0.2420, 1.3453, -0.3951], [1.9015, 0.7603, -0.8661], [-2.6913, -0.4342, 1.7713], [-0.1190, -0.1077, 0.2125], [0.2480, -0.0847, -0.1588], [0.0202, -0.0486, -0.0696], [0.5228, -0.0969, 0.3705], [-0.0024, 0.1393, 0.0760], [-1.0280, 0.5207, 1.4328], [0.5403, -1.0691, -1.0576], [-0.5341, 0.2442, -0.5382], [1.3908, -1.1115, -3.4859], [-0.0471, 0.4130, 3.7010], [-0.5858, -1.1851, 1.1618], [0.9255, 0.6398, -1.8319], [1.1611, 0.8132, 1.1567], [-2.0539, -0.0652, -0.2311], [0.1444, -0.2858, 0.1986], [0.0819, 0.0824, -0.5663], [0.9230, 0.3389, 0.5494], [-0.0342, 0.0151, -0.0627], [-0.8647, 0.6091, -0.4119]]
}